(1)
Below is C4H12O3PPt as an isolated structure in a non-equilibrium geometry, with properties calculated with ωB97M-V/def2-TZVPD.

```
! RIJCOSX wB97M-V def2-TZVPD def2/J DEFGRID3
* xyz 1 1
C 2.45424 0.18525 0.17673
C 1.73112 1.18266 -0.71796
O 0.55855 1.73019 -0.15588
C -0.37567 0.77160 0.11641
C -1.81709 1.20059 0.27127
O -2.42756 -0.03915 0.65902
P -1.65780 -1.34365 -0.18666
O -0.37707 -0.30419 -0.75318
H 2.99775 -0.50199 -0.44508
H 3.17255 0.61874 0.84388
H 1.71767 -0.39498 0.78683
H 1.58197 0.74638 -1.68476
H 2.39920 2.00362 -0.86884
H -0.12635 0.41902 1.12958
H -2.34929 1.46093 -0.62170
H -1.94051 1.84823 1.11310
H -2.54017 -2.28113 0.46718
H -2.52402 -1.07042 -1.30534
H -1.08532 -2.40241 -0.99847
H -0.64352 -1.65456 0.96303
Pt 1.25129 -2.17471 1.21084
*
```

The HOMO-LUMO gap is 5.3 eV. The LUMO energy is -8.382 eV.

=====

(2)
Below is C2H2O2PPd as an isolated structure in a non-equilibrium geometry, with properties calculated with ωB97M-V/def2-TZVPD.

```
! RIJCOSX wB97M-V def2-TZVPD def2/J DEFGRID3
* xyz -1 3
P 2.20395 1.23421 0.39770
O 2.28866 -0.19933 -0.40094
O -0.01507 1.26000 0.74094
C -0.96563 0.61149 0.02358
C -1.26640 -0.72214 0.08522
H -1.51713 -1.22555 1.02646
H -1.36917 -1.30403 -0.84656
Pd 0.64079 0.34536 -1.02640
*
```

The HOMO-LUMO gap (alpha / beta) is 6.4 / 6.5 eV. The LUMO energy (alpha / beta) is 4.112 / 3.602 eV.

=====

(3)
Below is a 2-piece molecular cluster, C2H9OPSi overall in a non-equilibrium geometry, with properties calculated with ωB97M-V/def2-TZVPD.

```
! RIJCOSX wB97M-V def2-TZVPD def2/J DEFGRID3
* xyz 0 1
C 1.93998 -1.66800 -0.06280
C -0.06870 1.91463 -0.47072
O -0.81603 0.36833 2.03124
Si -0.46637 0.31308 0.45173
P -2.32456 -0.70964 -0.44409
H 2.33412 -0.78435 -0.13758
H 1.53894 -1.88811 0.92185
H 1.33447 -1.99750 -0.88834
H 0.94001 2.02195 -0.03647
H 0.02746 1.66942 -1.55248
H -0.66207 2.77634 -0.16075
H -0.14804 0.06612 2.63029
H -1.59787 -1.88162 -0.61743
H -2.03134 -0.20065 -1.66445
*
```

The HOMO-LUMO gap (alpha / beta) is 8.3 / 7.3 eV. The LUMO energy (alpha / beta) is -0.286 / 0.043 eV. The energy above the lowest of the compared OMol25 structures with the same formula, charge and spin is 87.05 kcal per mole.

=====

The energy results, record by record, are as follows: -23004.759; -18964.497; -21431.026 eV.